1.
A molecular structure, C3H6ClN in a non-equilibrium geometry, computed with the ωB97M-V functional and the def2-TZVPD basis.

Each line ends with the natural charge from an NBO analysis.
Cartesian coordinates (Å):
C  0.76500  0.01165  0.41218  -0.17
C  -0.27083  -1.12044  -0.08615  -0.22
C  -0.10849  1.01625  -0.10831  -0.25
H  0.89241  -0.07248  1.44845  0.21
H  -0.80584  -1.49246  0.76184  0.18
H  0.02772  -1.84453  -0.89204  0.20
H  -1.77570  0.30804  -0.47780  0.36
H  0.28589  1.83839  -0.77042  0.20
H  -0.51334  1.43808  0.72918  0.17
N  -0.87334  -0.01283  -0.68974  -0.61
Cl  2.37653  -0.06967  -0.32718  -0.07

For the HOMO energy, the calculation gives -9.1 eV. The value obtained for the LUMO energy is 0.93 eV. As for the HOMO-LUMO gap: 9.983 eV.

---

2.
A molecular structure, C18H21FFeNSe2Te2, computed with the ωB97M-V functional and the def2-TZVPD basis.

Each line ends with the natural charge from an NBO analysis.
Cartesian coordinates (Å):
Fe  1.84125  1.30849  1.55593  1.20
C  2.46692  -2.84761  0.56593  -0.60
C  1.03641  -2.31578  0.63762  -0.26
C  0.03530  -3.44908  0.86828  -0.59
C  0.68719  -1.52038  -0.60531  -0.05
C  0.74056  -2.14059  -1.85067  -0.23
C  0.42884  -1.44976  -3.00765  -0.21
C  0.07182  -0.11440  -2.92898  -0.23
C  0.01038  0.54474  -1.70618  -0.04
C  -0.38311  2.00908  -1.65589  -0.25
C  -1.88721  2.18489  -1.87299  -0.60
C  0.40017  2.84801  -2.66597  -0.60
C  0.30744  -0.17273  -0.53266  0.24
N  0.22937  0.48012  0.73085  -0.86
C  -0.99217  0.44601  1.33114  0.20
C  -2.14104  -0.23640  0.89518  -0.32
C  -3.32557  -0.17916  1.62394  -0.20
C  -3.43020  0.54393  2.79921  -0.29
C  -2.30740  1.23400  3.26336  -0.25
C  -1.15704  1.16152  2.53126  0.30
F  -0.03837  1.83108  2.96321  -0.35
H  2.74641  -3.32633  1.50659  0.21
H  3.17329  -2.03481  0.38998  0.22
H  2.58133  -3.57953  -0.23881  0.19
H  0.98643  -1.63700  1.49051  0.23
H  0.04406  -4.16353  0.04069  0.19
H  -0.97940  -3.05976  0.96581  0.21
H  0.27983  -3.99551  1.78213  0.20
H  1.03372  -3.18289  -1.90755  0.20
H  0.47523  -1.94438  -3.97064  0.20
H  -0.15954  0.43503  -3.83428  0.20
H  -0.13895  2.37019  -0.65625  0.22
H  -2.17669  1.81256  -2.86041  0.19
H  -2.16179  3.24148  -1.82200  0.20
H  -2.46930  1.64591  -1.12479  0.22
H  0.11475  2.60458  -3.69301  0.19
H  1.47532  2.69679  -2.56489  0.23
H  0.19340  3.90942  -2.51320  0.21
H  -2.10732  -0.81301  -0.01996  0.22
H  -4.18560  -0.72204  1.24934  0.20
H  -4.35767  0.57834  3.35402  0.20
H  -2.31598  1.81840  4.17389  0.22
Se  3.02615  -0.00076  3.26714  -0.72
Te  5.08159  0.66605  1.98059  0.05
Te  4.57759  3.29617  1.84275  0.06
Se  2.66959  3.21868  0.22273  -0.74

For the HOMO energy (spin up / spin down), the calculation gives -4.3 / -4.4 eV. The value obtained for the LUMO energy (spin up / spin down) is 2.46 / 2.42 eV. The charge is -1. Its expectation value of S² is 6.02. Its spin multiplicity is 5. As for the HOMO-LUMO gap (spin up / spin down): 6.738 / 6.794 eV.